# 1
One molecule with the formula C3H7NO3 at a distorted geometry, computed with ωB97M-V/def2-TZVPD.

```
14
Properties=species:S:1:pos:R:3:lowdin_charge:R:1
N 0.10116 -0.20662 1.67056 0.047
C -0.30105 0.13875 0.32167 -0.294
C 0.83305 0.71361 -0.57137 -0.173
O 0.54023 2.09895 -0.92880 -0.078
C -1.00441 -0.95055 -0.46549 -0.482
O -1.68736 -0.84066 -1.44314 0.127
O -1.09594 -2.06026 0.33174 0.087
H 0.63839 -1.06417 1.64132 0.078
H 0.63667 0.55009 2.07246 0.082
H -1.04210 0.96909 0.41639 0.169
H 0.79768 0.24674 -1.54763 0.114
H 1.73096 0.63638 0.02728 0.114
H 1.39182 2.43827 -1.23450 0.080
H -1.53910 -2.66961 -0.29049 0.130
```

Summary:
E_HOMO   -0.354 Eh
SMILES   N[C@@H](CO)C(=O)O
Spin multiplicity   1
Total energy   -398.97091 Eh
Total charge   0
ΔE to the lowest compared entry with this formula, charge and spin   1.816 eV


# 2
An isolated ion of composition C3H7NO3 and charge +1 at a distorted geometry, computed with ωB97M-V/def2-TZVPD.

```
14
Properties=species:S:1:pos:R:3:lowdin_charge:R:1
C -0.54521 0.77567 0.42888 -0.069
C -1.27670 -0.31729 -0.32508 -0.236
O -2.43892 -0.55920 0.41766 -0.016
N 0.86721 0.87778 0.16673 0.293
C 1.91825 0.00222 -0.23062 -0.512
O 1.62367 -1.26470 0.05457 0.183
O 2.88785 0.39384 -0.77527 0.258
H -0.63307 0.54888 1.51076 0.197
H -0.95974 1.75129 0.16457 0.165
H -0.63212 -1.19790 -0.42605 0.120
H -1.51103 0.04391 -1.33175 0.142
H -3.02798 -1.13012 -0.07940 0.113
H 1.25091 1.78599 0.43753 0.199
H 2.47689 -1.71036 -0.01253 0.162
```

Summary:
E_HOMO (alpha / beta)   -0.553 / -0.553 Eh
Spin multiplicity   2
Total energy   -398.64414 Eh
Total charge   +1
ΔE to the lowest compared entry with this formula, charge and spin   0.707 eV


# 3
A 2-piece molecular cluster, C3H7NO3 overall at a distorted geometry, computed with ωB97M-V/def2-TZVPD.

```
14
Properties=species:S:1:pos:R:3:lowdin_charge:R:1
O -0.29888 1.56981 2.40532 0.409
C -0.25571 0.40448 2.15180 -0.366
N -0.93295 -0.06908 1.01242 0.186
C -1.26673 -1.50792 0.94685 -0.211
O -1.88588 -2.00190 0.05883 0.176
C 0.69247 -0.53255 2.82420 0.054
H -1.33144 0.61030 0.31508 0.207
H -0.92780 -2.12658 1.90230 0.186
H 0.16279 -0.71602 3.75022 0.124
H 0.88886 -1.52674 2.54401 0.081
H 1.69687 -0.03687 2.98717 0.154
H 0.70067 2.61109 -6.96658 -0.031
H 1.86773 1.59092 -6.99895 0.067
O 0.88998 1.73105 -6.93266 -0.036
```

Summary:
E_HOMO (alpha / beta)   -0.485 / -0.485 Eh
Spin multiplicity   2
Total energy   -398.58799 Eh
Total charge   +1
ΔE to the lowest compared entry with this formula, charge and spin   2.235 eV


# 4
A 2-piece molecular cluster, C3H7NO4 overall at a distorted geometry, computed with ωB97M-V/def2-TZVPD.

```
15
Properties=species:S:1:pos:R:3:lowdin_charge:R:1
O -2.12833 1.44772 -2.14643 0.007
C -1.48164 0.83215 -1.31000 -0.321
N -0.33400 1.45459 -0.91652 0.023
C 0.43519 1.06388 0.26301 -0.080
C 1.61562 0.19058 -0.19344 -0.513
O 1.50611 -0.82923 -0.81858 0.112
O 2.79916 0.66184 0.20957 0.106
H -1.70809 -0.12240 -0.80937 0.141
H 0.01172 2.23001 -1.44810 0.145
H 0.83977 1.92458 0.79353 0.124
H -0.22678 0.43400 0.85866 0.125
H 3.57896 0.10613 0.08001 0.132
O -1.64529 -3.24415 1.46845 -0.063
H -1.83043 -2.34089 1.74825 0.025
H -1.43199 -3.80881 2.22098 0.036
```

Summary:
E_HOMO   -0.361 Eh
SMILES   O=CNCC(=O)O.O
Spin multiplicity   1
Total energy   -474.23320 Eh
Total charge   0
ΔE to the lowest compared entry with this formula, charge and spin   1.444 eV


# 5
An isolated ion of composition C3H7NO4P and charge -1 at a distorted geometry, computed with ωB97M-V/def2-TZVPD.

```
16
Properties=species:S:1:pos:R:3:lowdin_charge:R:1
C 1.94873 0.24090 -0.23616 -0.431
C 0.94226 -1.08597 -0.48424 -0.196
C -0.68814 -0.27119 0.90662 -0.107
N 1.49346 1.22777 0.51984 -0.047
O -2.16863 1.72975 -0.10673 -0.141
O -2.06635 -0.34983 -1.48281 -0.324
O -3.26849 -0.46509 0.80346 -0.385
O 0.17963 -1.21027 0.63133 -0.131
P -2.18917 0.12791 -0.12204 0.211
H 2.85681 -0.28233 0.13773 0.075
H 2.22811 0.73112 -1.29558 0.119
H 0.34424 -0.92265 -1.45042 0.118
H 1.50925 -2.08097 -0.58890 0.125
H -0.84919 -0.39130 1.96759 0.091
H 1.26101 1.01874 1.51472 0.012
H -1.53352 1.98341 -0.71440 0.012
```

Summary:
E_HOMO (alpha / beta)   -0.164 / -0.142 Eh
Spin multiplicity   1
Total energy   -815.59093 Eh
Total charge   -1
ΔE to the lowest compared entry with this formula, charge and spin   2.881 eV


# 6
A 2-piece molecular cluster, C3H7NOP overall at a distorted geometry, computed with ωB97M-V/def2-TZVPD.

```
13
Properties=species:S:1:pos:R:3:lowdin_charge:R:1
C 1.57206 0.60550 -0.29325 -0.095
C 1.48873 -0.59449 0.62521 -0.101
C 0.43643 -0.32741 -0.39199 -0.294
N -2.03201 0.59153 0.54333 0.070
O -1.55989 -1.81748 -1.76575 -0.337
P -0.16864 -1.49055 -1.56720 1.022
H 1.28473 1.63136 -0.06430 0.142
H 2.29146 0.42287 -1.12894 0.144
H 2.08314 -1.59948 0.62299 0.178
H 1.33358 -0.15883 1.59156 0.122
H -2.51735 0.56885 1.45444 0.062
H -2.76688 0.74267 -0.16519 0.059
H -1.44536 1.42546 0.53910 0.027
```

Summary:
E_HOMO (alpha / beta)   -0.540 / -0.540 Eh
Spin multiplicity   1
Total energy   -589.43793 Eh
Total charge   +1
ΔE to the lowest compared entry with this formula, charge and spin   2.694 eV


# 7
A 2-piece molecular cluster, C3H7NOP overall at a distorted geometry, computed with ωB97M-V/def2-TZVPD.

```
13
Properties=species:S:1:pos:R:3:lowdin_charge:R:1
C -2.74510 0.36412 -0.36899 -0.043
C -0.35317 0.23171 0.97656 -0.312
C -0.35676 1.70670 1.30703 -0.324
N 0.54258 -1.64680 -1.31084 -0.013
O -1.09290 2.53124 0.95515 0.144
P -1.38462 -0.43054 -0.37609 1.033
H -3.78003 0.44649 -0.57532 0.001
H 0.80002 -0.06107 0.67820 0.140
H -0.58070 -0.29874 1.87739 0.088
H 0.56329 1.92984 1.78300 0.124
H 0.67801 -2.52080 -1.75341 0.051
H 1.07310 -1.73496 -0.48509 0.010
H 1.01148 -0.87088 -1.85954 0.101
```

Summary:
E_HOMO (alpha / beta)   -0.537 / -0.537 Eh
Spin multiplicity   1
Total energy   -589.42728 Eh
Total charge   +1
ΔE to the lowest compared entry with this formula, charge and spin   2.984 eV


# 8
C3H7NORb as an isolated structure, computed with ωB97M-V/def2-TZVPD.

```
13
Properties=species:S:1:pos:R:3:lowdin_charge:R:1
Rb 33.21821 11.40579 5.30749 1.001
C 34.20319 8.06844 4.51346 -0.349
O 34.80577 9.02819 5.00329 -0.138
N 34.04263 7.84003 3.21247 -0.189
C 33.12903 6.81776 2.73261 -0.029
C 34.60979 8.73106 2.22234 -0.025
H 33.76307 7.27728 5.13721 0.148
H 32.85709 6.14129 3.53717 0.093
H 33.59809 6.24438 1.93183 0.099
H 32.22918 7.27567 2.31193 0.099
H 34.98958 8.14354 1.38805 0.101
H 33.85965 9.42627 1.82746 0.099
H 35.42812 9.29880 2.65467 0.092
```

Summary:
E_HOMO   -0.483 Eh
Spin multiplicity   1
Total energy   -272.40636 Eh
Total charge   +1
ΔE to the lowest compared entry with this formula, charge and spin   0.546 eV